P:
C3H3NO | ωB97M-V with the def2-TZVPD basis set

Structure (ORCA input):
```
! wB97M-V def2-TZVPD RIJCOSX def2/J DEFGRID3
* xyz 0 1
N -1.515 -0.120 2.004
C -0.960 0.166 1.031
C -0.223 0.472 -0.195
C 0.842 -0.584 -0.490
O 1.146 -0.889 -1.612
H -0.898 0.545 -1.052
H 0.277 1.443 -0.081
H 1.330 -1.032 0.397
*
```

**SMILES**: N#CCC=O
**HOMO**: -10.82 eV

***

Q:
C3H3NO | ωB97M-V with the def2-TZVPD basis set

Structure (ORCA input):
```
! wB97M-V def2-TZVPD RIJCOSX def2/J DEFGRID3
* xyz 0 1
N -2.662 -0.196 -0.331
C -1.551 -0.329 -0.097
C -0.090 -0.399 0.278
C 0.987 0.431 -0.261
O 1.033 -1.001 -0.435
H -0.054 -0.375 1.305
H 1.550 0.690 0.617
H 0.788 1.179 -1.077
*
```

**SMILES**: N#C[C@@H]1CO1
**HOMO**: -11.39 eV

***

Each structure's energy above the most stable one, in hartree: P 0.0000; Q 0.0652.

***

P:
C5H14NO | ωB97M-V with the def2-TZVPD basis set

Structure (ORCA input):
```
! wB97M-V def2-TZVPD RIJCOSX def2/J DEFGRID3
* xyz 1 1
C 0.113 -1.463 -1.078
C 0.184 -0.144 -1.848
C -0.284 0.932 -0.795
C 0.651 1.739 -0.209
C -1.729 0.814 -0.327
N 0.641 -1.259 0.365
H 0.691 -2.252 -1.649
H -0.992 -1.766 -1.102
H 1.210 0.077 -2.178
H -0.413 -0.117 -2.764
H 1.594 1.856 -0.668
H 0.449 2.285 0.807
H -1.807 1.624 0.387
H -1.966 -0.176 0.010
H -2.454 0.943 -1.247
H -0.157 -0.721 0.822
H 1.319 -0.537 0.643
H 0.949 -2.226 0.671
H 0.257 0.506 3.881
H 1.290 0.125 2.991
O 0.454 -0.240 3.287
*
```

**HOMO**: -13.70 eV

***

Q:
C5H14NO | ωB97M-V with the def2-TZVPD basis set

Structure (ORCA input):
```
! wB97M-V def2-TZVPD RIJCOSX def2/J DEFGRID3
* xyz 1 1
C -1.742 0.038 0.033
C -0.167 0.041 0.060
C 0.302 1.065 0.998
C 1.139 0.211 1.952
C 0.884 -0.097 3.299
N 0.363 0.397 -1.301
H -2.142 0.710 -0.657
H -2.410 -0.853 -0.326
H -1.938 0.313 1.109
H 0.131 -0.992 0.452
H -0.670 1.340 1.513
H 0.997 1.885 0.810
H 1.927 -0.331 1.504
H 1.591 -0.666 3.771
H 0.129 0.229 4.011
H -0.265 -0.116 -2.025
H 1.287 -0.017 -1.348
H 0.235 1.328 -1.516
H 0.027 -1.640 -4.489
H -1.041 -1.810 -3.253
O -0.362 -1.213 -3.563
*
```

**HOMO**: -12.93 eV

***

R:
C5H14NO | ωB97M-V with the def2-TZVPD basis set

Structure (ORCA input):
```
! wB97M-V def2-TZVPD RIJCOSX def2/J DEFGRID3
* xyz 1 1
C -1.927 -0.201 1.688
C -0.840 0.816 1.294
C -0.860 1.102 -0.267
C 0.204 0.328 -1.102
C 2.553 0.713 -1.342
N 1.576 0.374 -0.609
H -2.674 -0.294 0.933
H -1.607 -1.231 1.809
H -2.347 0.110 2.754
H -1.071 1.833 1.783
H 0.097 0.535 1.714
H -2.014 0.945 -0.496
H -0.553 2.250 -0.430
H -0.085 -0.808 -0.941
H -0.111 0.584 -2.192
H 3.578 0.750 -1.014
H 2.446 0.794 -2.381
H 1.643 0.251 0.402
H 0.007 -3.339 -0.085
H 1.363 -2.980 -0.946
O 0.622 -2.534 -0.574
*
```

**HOMO**: -14.55 eV

***

Each structure's energy above the most stable one, in hartree: P 0.0000; Q 0.0359; R 0.0328.

***

P:
C5H14NO | ωB97M-V with the def2-TZVPD basis set

Structure (ORCA input):
```
! wB97M-V def2-TZVPD RIJCOSX def2/J DEFGRID3
* xyz 1 1
C -0.904 1.703 -1.972
C -0.331 2.237 -0.667
C 0.909 1.553 -0.064
C 0.519 0.160 0.375
C 1.268 -0.908 0.165
N 0.798 -2.262 0.493
H -1.312 0.703 -1.829
H -1.581 2.446 -2.335
H -0.206 1.729 -2.814
H -0.020 3.254 -0.852
H -1.120 2.413 0.071
H 1.701 1.626 -0.810
H 1.203 2.041 0.870
H -0.497 0.043 0.667
H 2.172 -0.833 -0.363
H 0.013 -2.279 1.182
H 0.409 -2.768 -0.307
H 1.597 -2.835 0.716
H -0.953 -3.127 2.814
H -2.308 -2.440 2.402
O -1.358 -2.457 2.256
*
```

**HOMO**: -14.22 eV

***

Q:
C5H14NO | ωB97M-V with the def2-TZVPD basis set

Structure (ORCA input):
```
! wB97M-V def2-TZVPD RIJCOSX def2/J DEFGRID3
* xyz 1 1
C 0.482 0.845 0.713
C -1.034 1.327 0.502
C -1.901 0.349 -0.258
C -1.610 -1.670 1.263
C -1.771 -1.141 0.065
N 0.981 0.443 -0.661
H 0.221 -0.048 1.237
H 0.950 1.682 1.187
H -1.417 1.385 1.513
H -1.031 2.231 -0.108
H -1.520 0.378 -1.450
H -2.894 0.834 -0.258
H -1.292 -1.120 2.152
H -1.838 -2.699 1.467
H -2.127 -1.750 -0.768
H 0.895 1.221 -1.317
H 2.011 0.267 -0.642
H 0.600 -0.436 -0.979
H 4.432 -0.185 -0.812
H 4.201 -1.308 -1.626
O 3.664 -0.603 -1.222
*
```

**HOMO**: -13.53 eV

***

R:
C5H14NO | ωB97M-V with the def2-TZVPD basis set

Structure (ORCA input):
```
! wB97M-V def2-TZVPD RIJCOSX def2/J DEFGRID3
* xyz 1 1
C 2.396 0.989 0.006
C 2.344 -0.431 0.545
N 1.074 -0.674 1.299
H 3.389 1.193 -0.386
H 1.652 1.120 -0.785
H 2.179 1.706 0.801
H 2.348 -1.189 -0.241
H 3.191 -0.615 1.202
H 1.002 0.042 2.025
H 0.971 -1.600 1.711
H 0.242 -0.548 0.679
C -1.368 -0.308 -1.182
O -1.384 0.784 -2.090
C -1.617 0.217 0.206
C -2.127 -0.489 1.214
H -0.350 -0.743 -1.231
H -2.067 -1.098 -1.461
H -0.964 0.457 -2.892
H -1.362 1.270 0.325
H -2.424 -0.029 2.149
H -2.301 -1.557 1.117
*
```

**HOMO**: -13.72 eV

***

S:
C5H14NO | ωB97M-V with the def2-TZVPD basis set

Structure (ORCA input):
```
! wB97M-V def2-TZVPD RIJCOSX def2/J DEFGRID3
* xyz 1 1
C -1.366 -1.728 0.848
C -0.705 -0.832 -0.167
N -0.327 0.481 0.485
C 1.132 0.460 0.829
C 1.763 -0.438 -0.259
C 0.624 -1.451 -0.643
H -2.307 -1.343 1.254
H -0.756 -2.038 1.696
H -1.684 -2.660 0.378
H -1.410 -0.576 -0.954
H -0.915 0.529 1.311
H -0.442 1.342 -0.072
H 1.465 1.494 0.755
H 1.312 0.120 1.844
H 2.231 0.241 -0.961
H 2.505 -1.082 0.207
H 0.812 -2.397 -0.149
H 0.710 -1.613 -1.717
H -0.464 2.838 -1.855
H -1.686 2.811 -0.985
O -0.731 2.839 -0.923
*
```

**HOMO**: -15.86 eV

***

Each structure's energy above the most stable one, in hartree: P 0.0402; Q 0.0675; R 0.0561; S 0.0000.

***

P:
C5H14NO | ωB97M-V with the def2-TZVPD basis set

Structure (ORCA input):
```
! wB97M-V def2-TZVPD RIJCOSX def2/J DEFGRID3
* xyz 1 1
C -1.401 0.534 1.791
O -0.001 0.309 2.049
C -1.612 1.181 0.467
C -2.417 0.721 -0.486
H -1.856 1.183 2.544
H -1.948 -0.414 1.817
H 0.014 -0.233 2.838
H -1.099 2.119 0.279
H -2.589 1.328 -1.367
H -2.950 -0.222 -0.449
C 2.028 -1.495 -0.213
N 1.288 -0.234 -0.441
C 0.978 0.045 -1.867
H 2.202 -1.592 0.856
H 1.430 -2.336 -0.559
H 2.980 -1.555 -0.734
H 1.819 0.550 -0.059
H 0.435 -0.261 0.144
H 1.901 0.109 -2.435
H 0.467 1.002 -1.925
H 0.333 -0.740 -2.249
*
```

**HOMO**: -13.81 eV

***

Q:
C5H14NO | ωB97M-V with the def2-TZVPD basis set

Structure (ORCA input):
```
! wB97M-V def2-TZVPD RIJCOSX def2/J DEFGRID3
* xyz 1 1
C -0.378 -0.342 -1.661
C 0.873 -1.030 -1.026
C 0.771 -1.800 0.368
C 1.648 0.138 1.706
C 0.943 -1.053 1.697
N -1.165 0.426 -0.445
H 0.093 0.403 -2.331
H -1.048 -0.921 -2.285
H 1.764 -0.431 -1.210
H 1.130 -1.892 -1.740
H -0.188 -2.246 0.474
H 1.422 -2.715 0.187
H 2.363 0.520 0.931
H 1.813 0.651 2.632
H 0.775 -1.681 2.612
H -2.013 -0.093 0.012
H -1.543 1.392 -0.621
H -0.606 0.535 0.388
H -2.605 3.377 0.808
H -1.878 3.788 -0.473
O -2.171 2.972 -0.022
*
```

**HOMO**: -13.13 eV

***

R:
C5H14NO | ωB97M-V with the def2-TZVPD basis set

Structure (ORCA input):
```
! wB97M-V def2-TZVPD RIJCOSX def2/J DEFGRID3
* xyz 1 1
C -0.520 -0.392 -2.546
C -1.461 0.393 -1.650
C -0.852 0.910 -0.278
C 0.331 0.064 0.197
N -0.174 -1.283 0.651
C 1.034 0.765 1.405
O 1.704 -0.219 2.141
H -0.935 -0.413 -3.558
H -0.188 -1.425 -2.372
H 0.415 0.144 -2.794
H -1.811 1.250 -2.223
H -2.291 -0.261 -1.369
H -0.572 1.963 -0.294
H -1.676 0.766 0.440
H 0.968 0.013 -0.679
H 0.147 -1.998 0.012
H 0.252 -1.442 1.576
H -1.184 -1.235 0.775
H 0.320 1.307 2.017
H 1.718 1.461 0.900
H 1.657 -0.066 3.104
*
```

**SMILES**: CCC[C@H]([NH3+])CO
**HOMO**: -14.99 eV

***

S:
C5H14NO | ωB97M-V with the def2-TZVPD basis set

Structure (ORCA input):
```
! wB97M-V def2-TZVPD RIJCOSX def2/J DEFGRID3
* xyz 1 1
C -0.007 0.465 2.311
C -0.460 0.431 0.856
C 0.597 0.246 -0.177
C 1.421 1.509 -0.562
C 1.610 1.874 -1.846
N -1.304 -1.920 1.027
H 0.410 -0.510 2.631
H -0.757 0.701 3.038
H 0.859 1.110 2.412
H -1.129 1.235 0.606
H 1.245 -0.599 0.044
H -0.046 0.032 -1.054
H 1.881 2.054 0.258
H 2.242 2.741 -1.968
H 1.496 1.279 -2.707
H -1.034 -0.729 0.874
H -2.270 -2.200 1.234
H -0.649 -2.681 1.114
H -1.908 -1.101 -2.028
H -1.306 -1.891 -0.832
O -1.127 -1.645 -1.776
*
```

**HOMO**: -14.26 eV

***

Each structure's energy above the most stable one, in hartree: P 0.0112; Q 0.0480; R 0.0000; S 0.2087.

***

P:
C5H14NO | ωB97M-V with the def2-TZVPD basis set

Structure (ORCA input):
```
! wB97M-V def2-TZVPD RIJCOSX def2/J DEFGRID3
* xyz 1 1
C 0.741 -0.325 1.940
C -0.180 -0.012 0.790
C 0.377 1.068 -0.175
C 1.449 0.353 -0.906
C 2.782 0.450 -0.826
N -3.177 -0.204 0.001
H 1.773 -0.013 1.813
H 0.809 -1.396 2.157
H 0.340 0.056 2.885
H -1.194 0.307 1.161
H -0.434 1.402 -0.824
H 0.861 1.937 0.284
H 0.986 -0.492 -1.512
H 3.297 1.074 -0.102
H 3.374 -0.056 -1.580
H -0.486 -0.843 0.143
H -2.485 -0.489 -0.696
H -4.027 -0.729 -0.177
H -0.775 -1.764 -2.437
H -3.360 0.762 -0.212
O -0.671 -1.087 -1.726
*
```

**HOMO**: -14.21 eV

***

Q:
C5H14NO | ωB97M-V with the def2-TZVPD basis set

Structure (ORCA input):
```
! wB97M-V def2-TZVPD RIJCOSX def2/J DEFGRID3
* xyz 1 1
C -0.896 1.733 -2.001
C -1.680 0.617 -1.263
C -0.650 -0.396 -0.757
C 0.178 0.120 0.437
N -0.399 -0.368 1.759
C 1.675 -0.372 0.297
O 1.819 -1.349 1.358
H -1.471 2.643 -2.250
H -0.284 2.240 -1.237
H -0.543 1.562 -2.999
H -2.486 0.285 -1.904
H -2.196 1.074 -0.392
H -0.013 -0.835 -1.534
H -1.188 -1.316 -0.453
H 0.102 1.213 0.488
H -1.242 0.064 2.127
H 0.371 -0.218 2.424
H -0.429 -1.381 1.649
H 1.908 -0.860 -0.654
H 2.427 0.415 0.436
H 2.556 -1.908 1.114
*
```

**SMILES**: CCC[C@@H]([NH3+])CO
**HOMO**: -14.89 eV

***

Each structure's energy above the most stable one, in hartree: P 0.2701; Q 0.0000.